{"formula": "C33H48CdIN8O7P2S", "method": "wB97M-V/def2-TZVPD", "lumo_ev": -2.807, "charge": 1, "spin_multiplicity": 1, "de_lowest_ev": 1.407, "homo_lumo_gap_ev": 8.247, "symbols": ["Cd", "C", "N", "C", "P", "O", "O", "P", "O", "N", "C", "C", "N", "C", "C", "N", "C", "C", "H", "H", "H", "H", "H", "H", "H", "H", "H", "H", "H", "H", "H", "H", "H", "H", "H", "H", "H", "H", "H", "H", "H", "H", "C", "C", "C", "C", "N", "C", "C", "C", "C", "C", "C", "N", "H", "H", "H", "H", "H", "H", "H", "H", "C", "C", "C", "C", "C", "C", "C", "S", "O", "O", "N", "C", "C", "C", "O", "O", "H", "H", "H", "H", "H", "H", "H", "H", "H", "H", "H", "H", "I", "C", "C", "C", "C", "N", "C", "H", "H", "H", "H"], "positions_angstrom": [[0.186, -0.414, 0.564], [1.218, -2.234, 4.343], [0.977, -0.815, 4.242], [0.092, -0.257, 5.236], [1.840, 0.065, 3.136], [1.896, -0.612, 1.802], [1.264, 1.519, 3.178], [-0.252, 1.962, 2.309], [-0.664, 0.537, 2.095], [-0.976, 2.643, 3.616], [-0.328, 3.702, 4.351], [-2.365, 2.393, 3.921], [0.639, 3.122, 1.482], [1.789, 2.793, 0.670], [0.009, 4.373, 1.116], [3.411, 0.171, 3.701], [4.506, 0.310, 2.765], [3.633, 0.875, 4.947], [1.680, -2.497, 5.303], [1.883, -2.537, 3.536], [0.274, -2.784, 4.257], [0.408, -0.562, 6.239], [-0.937, -0.598, 5.067], [0.105, 0.826, 5.159], [0.720, 3.735, 4.060], [-0.396, 3.494, 5.423], [-0.795, 4.671, 4.155], [-2.720, 1.611, 3.256], [-2.979, 3.286, 3.768], [-2.467, 2.065, 4.961], [2.347, 1.994, 1.161], [2.425, 3.680, 0.600], [1.514, 2.487, -0.350], [-0.892, 4.495, 1.708], [-0.259, 4.415, 0.056], [0.701, 5.188, 1.340], [4.241, -0.212, 1.848], [5.398, -0.149, 3.201], [4.721, 1.362, 2.542], [2.724, 0.852, 5.542], [3.911, 1.919, 4.769], [4.433, 0.379, 5.502], [3.594, -0.071, -2.294], [3.143, -0.713, -3.437], [1.929, -1.377, -3.392], [1.199, -1.364, -2.204], [1.635, -0.730, -1.113], [2.803, -0.110, -1.156], [-0.125, -2.002, -2.109], [-0.518, -3.052, -2.938], [-1.822, -3.506, -2.871], [-2.700, -2.891, -1.990], [-2.207, -1.903, -1.155], [-0.951, -1.490, -1.194], [4.534, 0.454, -2.282], [3.727, -0.702, -4.344], [1.544, -1.874, -4.268], [3.114, 0.364, -0.236], [0.187, -3.524, -3.601], [-2.151, -4.317, -3.502], [-3.736, -3.179, -1.948], [-2.837, -1.411, -0.426], [0.639, -2.639, -7.667], [0.107, -1.558, -6.776], [0.780, -0.341, -6.682], [0.333, 0.648, -5.826], [-0.803, 0.436, -5.067], [-1.511, -0.743, -5.174], [-1.049, -1.740, -6.022], [-1.369, 1.757, -4.002], [-0.207, 2.436, -3.488], [-2.363, 2.530, -4.680], [-2.136, 0.893, -2.770], [-3.142, 1.673, -2.069], [-2.528, 2.743, -1.149], [-1.600, 2.140, -0.102], [-1.829, 2.456, 1.098], [-0.659, 1.408, -0.475], [0.513, -2.372, -8.716], [0.133, -3.586, -7.493], [1.705, -2.776, -7.494], [1.649, -0.167, -7.297], [0.851, 1.587, -5.732], [-2.414, -0.868, -4.596], [-1.607, -2.662, -6.113], [-1.403, 0.650, -2.108], [-3.766, 0.983, -1.490], [-3.752, 2.157, -2.838], [-3.312, 3.311, -0.648], [-1.927, 3.415, -1.769], [-4.484, -1.930, 4.246], [-2.914, -2.706, 3.073], [-2.652, -4.065, 3.006], [-1.580, -4.477, 2.226], [-0.822, -3.523, 1.559], [-1.102, -2.224, 1.602], [-2.135, -1.827, 2.336], [-3.274, -4.775, 3.534], [-1.345, -5.527, 2.138], [0.039, -3.806, 0.964], [-2.338, -0.766, 2.342]], "atomic_forces_ev_per_a": [[-0.13, -1.88, -2.31], [0.06, -0.15, 0.03], [0.42, 0.53, -0.47], [-0.17, 0.10, -0.10], [0.74, -0.30, 1.76], [1.07, -0.05, 0.40], [-0.38, -0.22, -0.50], [0.62, 1.70, 1.29], [-1.20, 0.84, 1.63], [0.11, 0.00, -0.64], [0.17, 0.05, 0.15], [-0.15, -0.10, -0.09], [-0.54, -0.57, 0.24], [0.29, -0.17, 0.03], [-0.17, 0.17, 0.06], [-0.79, -0.07, -0.43], [0.03, -0.15, -0.14], [-0.04, -0.10, 0.12], [-0.01, 0.03, -0.09], [-0.01, -0.17, 0.03], [0.04, -0.03, -0.04], [-0.04, 0.05, 0.01], [0.02, -0.01, 0.08], [-0.08, 0.04, 0.13], [0.00, 0.16, 0.14], [0.06, 0.06, -0.01], [0.02, 0.04, 0.02], [-0.22, -0.04, 0.12], [0.02, -0.03, -0.01], [-0.01, 0.00, -0.06], [0.11, 0.13, -0.20], [0.05, -0.11, 0.05], [-0.01, 0.08, 0.16], [-0.03, 0.25, -0.06], [0.00, 0.01, -0.01], [-0.01, -0.01, -0.06], [0.21, -0.01, -0.02], [0.02, 0.07, -0.13], [0.06, 0.01, -0.02], [0.00, 0.03, 0.19], [-0.02, 0.01, 0.06], [0.00, 0.10, 0.07], [-0.11, -0.06, -0.01], [-0.04, 0.00, 0.25], [-0.10, -0.04, 0.30], [0.48, 0.05, -0.42], [0.19, -0.17, -0.63], [0.41, 0.14, -0.07], [-0.48, -0.40, -0.14], [0.03, 0.07, 0.21], [0.06, 0.15, 0.15], [0.06, 0.06, -0.01], [-0.29, -0.18, -0.10], [0.12, -0.14, -0.51], [0.09, 0.06, 0.02], [0.03, 0.03, -0.09], [-0.11, 0.00, -0.08], [0.05, 0.02, 0.01], [0.11, 0.04, -0.15], [-0.03, -0.06, -0.05], [-0.15, -0.04, 0.07], [-0.12, -0.07, 0.05], [-0.01, 0.01, -0.06], [-0.06, -0.03, 0.11], [-0.18, 0.05, 0.08], [0.14, 0.13, -0.05], [-0.24, 0.25, 0.43], [-0.15, -0.08, -0.04], [0.05, 0.12, -0.07], [0.06, -0.56, 0.32], [0.09, -0.20, -0.11], [-0.26, -0.01, -0.07], [0.60, 0.23, -1.04], [-0.27, 0.43, 0.12], [-0.03, -0.25, 0.06], [-0.62, 0.44, -0.62], [0.20, 0.03, 0.70], [-0.06, 0.26, -0.49], [-0.02, -0.02, -0.06], [-0.02, -0.05, -0.02], [0.06, -0.07, -0.03], [0.19, 0.02, -0.04], [0.19, 0.17, -0.03], [-0.06, -0.10, 0.06], [-0.01, -0.10, 0.02], [0.17, -0.09, -0.01], [0.03, 0.08, -0.14], [-0.12, -0.10, 0.31], [0.08, -0.01, -0.04], [-0.05, 0.06, 0.11], [0.35, -0.20, -0.27], [-0.34, 0.09, 0.13], [0.04, 0.19, -0.09], [0.02, 0.08, -0.03], [-0.06, -0.29, 0.06], [0.13, -0.18, 0.20], [-0.30, 0.14, 0.31], [0.06, -0.05, 0.04], [0.09, -0.05, -0.01], [-0.01, -0.07, -0.02], [0.01, -0.01, 0.06]]}

---

{"formula": "C3H7NOS2", "method": "wB97M-V/def2-TZVPD", "lumo_ev": 0.367, "spin_multiplicity": 1, "de_lowest_ev": 1.448, "smiles": "N[C@H](C=O)CSS", "homo_lumo_gap_ev": 9.143, "symbols": ["N", "C", "C", "O", "C", "S", "S", "H", "H", "H", "H", "H", "H", "H"], "positions_angstrom": [[-0.940, -1.755, 0.570], [0.046, -0.688, 0.316], [0.276, 0.056, 1.597], [-0.624, 0.453, 2.289], [-0.515, 0.368, -0.705], [0.376, 1.884, -0.866], [1.680, 1.504, -2.435], [-1.715, -1.785, -0.077], [-1.401, -1.593, 1.453], [0.898, -1.177, -0.149], [1.323, 0.388, 1.761], [-1.525, 0.586, -0.348], [-0.648, -0.143, -1.661], [2.769, 1.899, -1.745]], "atomic_forces_ev_per_a": [[-0.10, -0.03, 0.11], [-1.59, -0.63, -0.93], [1.01, 1.02, -0.26], [0.03, -0.44, 0.17], [-0.40, -1.71, 0.60], [0.07, 0.85, -0.31], [0.14, 0.18, 0.28], [0.19, 0.10, -0.52], [0.07, 0.12, 0.34], [0.58, 0.38, 0.43], [-0.18, -0.17, 0.31], [0.09, 0.41, 0.01], [0.14, 0.20, -0.07], [-0.05, -0.29, -0.17]]}

---

{"formula": "C8H8N4O3", "method": "wB97M-V/def2-TZVPD", "lumo_ev": -1.103, "spin_multiplicity": 1, "de_lowest_ev": 7.893, "smiles": "CC[C@]1(C)C(C#N)=NO[C@@]1(C#N)[N+](=O)[O-]", "homo_lumo_gap_ev": 9.908, "symbols": ["C", "C", "C", "C", "C", "C", "C", "C", "N", "N", "N", "N", "O", "O", "O", "H", "H", "H", "H", "H", "H", "H", "H"], "positions_angstrom": [[0.057, 3.038, -0.110], [1.207, -1.469, -1.298], [0.669, 1.782, -0.379], [1.284, -0.507, -0.250], [-0.049, 0.473, 0.060], [-0.475, 0.487, 1.506], [-1.864, -1.172, -0.531], [-1.114, 0.074, -0.903], [-0.595, 3.904, 0.292], [1.267, -2.306, -2.063], [1.862, 1.675, -0.803], [1.888, -1.229, 0.978], [1.210, -2.253, 1.312], [2.742, -0.648, 1.567], [2.260, 0.414, -0.876], [-0.924, -0.533, 1.635], [-1.354, 1.187, 1.556], [0.425, 0.786, 2.084], [-1.196, -1.861, 0.117], [-2.190, -1.616, -1.425], [-2.727, -0.880, 0.265], [-1.811, 0.826, -0.855], [-0.572, -0.172, -1.879]], "atomic_forces_ev_per_a": [[-0.84, 0.77, 0.56], [-0.64, -0.69, 0.62], [-0.13, -1.03, 0.63], [0.10, 2.03, -0.45], [3.08, -0.56, -0.59], [-0.79, -0.28, -0.79], [-0.21, -0.07, 4.76], [2.03, -2.05, -1.15], [0.63, -0.57, -0.54], [-0.06, -0.89, -1.17], [-0.60, 1.69, -0.10], [-3.12, -1.07, 0.46], [2.31, 2.62, -0.78], [0.41, -0.48, 0.33], [0.06, -1.77, 1.31], [0.87, 0.91, 0.87], [1.10, -0.31, 0.39], [-1.11, -0.39, 0.38], [-1.02, 0.58, -1.50], [-0.90, -0.98, -0.70], [1.59, -0.89, -2.25], [-1.48, 2.24, -1.08], [-1.28, 1.19, 0.78]]}